No. 1
This record from OMol25 describes C51H54AlI2N4OPS2 as an isolated structure at a distorted geometry. The level of theory is ωB97M-V/def2-TZVPD.

```
116
Properties=species:S:1:pos:R:3:lowdin_charge:R:1
Al 1.339 -0.185 -0.178 0.116
I 2.809 2.391 -0.291 1.432
C 2.592 2.287 1.764 -0.585
C 2.541 3.428 2.492 -0.114
C 2.627 3.330 3.903 0.017
C 2.896 2.132 4.524 0.006
C 2.973 0.953 3.782 -0.106
C 3.433 -0.270 4.391 0.002
C 3.412 -1.391 3.679 0.058
C 2.688 -1.493 2.363 -0.455
C 2.340 -0.190 1.684 0.070
C 2.653 0.979 2.372 -0.220
H 2.479 4.397 2.016 0.116
H 2.561 4.238 4.494 0.133
H 3.093 2.102 5.589 0.134
H 3.854 -0.230 5.390 0.133
H 3.827 -2.326 4.042 0.145
H 3.954 -1.701 0.728 0.135
S 0.889 -7.112 -1.323 1.061
C -0.218 -7.843 -0.252 -0.394
C -0.697 -6.957 0.657 -0.176
C -0.141 -5.658 0.478 -0.173
C 0.743 -5.575 -0.561 -0.517
C 1.504 -4.404 -1.016 -0.178
C 1.603 -3.224 -0.066 -0.214
N 1.684 -1.944 -0.765 0.047
C 2.265 -1.961 -2.018 -0.171
C 2.679 -3.084 -2.685 -0.114
C 3.292 -2.932 -3.968 0.010
C 3.314 -1.740 -4.636 -0.011
C 2.624 -0.633 -4.069 -0.125
C 2.207 0.511 -4.765 0.100
C 1.310 1.408 -4.197 -0.164
C 0.968 1.210 -2.855 -0.108
N 1.420 0.188 -2.139 0.044
C 2.173 -0.766 -2.751 -0.133
C 0.673 2.491 -4.973 -0.453
C 1.069 3.040 -6.154 -0.105
C 0.152 4.003 -6.665 -0.151
C -0.932 4.162 -5.863 -0.359
S -0.846 3.151 -4.488 1.101
C 2.197 -4.359 -2.159 0.021
H -0.457 -8.894 -0.346 0.080
H -1.407 -7.223 1.432 0.111
H -0.406 -4.809 1.102 0.104
H 0.737 -3.182 0.586 0.102
H 3.698 -3.820 -4.444 0.127
H 3.758 -1.652 -5.620 0.123
H 2.535 0.654 -5.789 0.138
H 0.322 1.915 -2.340 0.059
H 2.006 2.793 -6.643 0.121
H 0.294 4.547 -7.590 0.117
H -1.786 4.811 -6.005 0.084
H 2.272 -5.235 -2.796 0.113
I 2.931 -6.273 2.286 1.027
C 2.387 -4.296 2.051 -0.710
C 1.662 -3.635 2.938 -0.188
N 1.441 -2.245 2.700 0.083
N 3.484 -2.269 1.422 0.102
C 2.849 -3.481 0.874 -0.261
H 1.228 -4.076 3.827 0.123
H 0.958 -1.786 3.457 0.123
H 3.613 -3.996 0.297 0.142
O -0.190 0.616 0.184 -0.240
P -1.546 1.115 0.756 0.995
C -2.833 -0.170 0.539 -0.314
C -2.253 -1.612 0.557 -0.153
C -1.748 -2.119 -0.805 -0.179
C -2.719 -1.858 -1.957 -0.174
C -3.153 -0.394 -1.981 -0.183
C -3.804 -0.045 -0.647 -0.175
C -1.235 1.386 2.555 -0.313
C -1.505 0.179 3.487 -0.174
C -2.935 0.042 4.017 -0.184
C -3.466 1.355 4.584 -0.186
C -3.317 2.486 3.567 -0.181
C -1.846 2.655 3.182 -0.178
C -1.905 2.740 0.053 -0.309
C -2.368 2.837 -1.419 -0.200
C -2.422 4.317 -1.812 -0.179
C -1.009 4.941 -1.862 -0.201
C -0.029 4.130 -1.010 -0.249
C -0.683 3.688 0.300 -0.177
H -3.419 -0.021 1.445 0.089
H -3.069 -2.260 0.889 0.134
H -1.454 -1.713 1.297 0.085
H -1.557 -3.192 -0.717 0.113
H -0.796 -1.660 -1.053 0.074
H -3.603 -2.498 -1.855 0.124
H -2.238 -2.126 -2.901 0.119
H -3.850 -0.215 -2.801 0.126
H -2.273 0.239 -2.151 0.095
H -4.605 -0.768 -0.461 0.133
H -4.281 0.931 -0.651 0.099
H -0.156 1.518 2.513 0.091
H -0.843 0.320 4.355 0.125
H -1.196 -0.752 3.010 0.080
H -2.948 -0.733 4.786 0.123
H -3.613 -0.303 3.236 0.097
H -2.913 1.620 5.493 0.122
H -4.512 1.232 4.869 0.120
H -3.688 3.420 3.988 0.122
H -3.929 2.269 2.680 0.114
H -1.280 2.861 4.099 0.130
H -1.704 3.522 2.543 0.085
H -2.745 3.069 0.681 0.124
H -3.350 2.400 -1.554 0.100
H -1.681 2.312 -2.090 0.050
H -3.045 4.846 -1.084 0.123
H -2.921 4.416 -2.775 0.105
H -1.048 5.969 -1.497 0.119
H -0.644 4.979 -2.889 0.055
H 0.867 4.714 -0.792 0.092
H 0.307 3.250 -1.569 0.022
H -1.031 4.580 0.825 0.127
H 0.066 3.212 0.939 0.064
```

## Properties
* energy relative to the best compared isomer or geometry (same formula, charge and spin): 0.0 kcal/mol
* frontier orbital gap: 3.80 eV
* multiplicity: 1
* total charge: +2
* max |F|: 1.1 eV/Å

---

No. 2
This record from OMol25 describes C51H55AsBiN3P2S4 as an isolated structure at a distorted geometry. The level of theory is ωB97M-V/def2-TZVPD.

```
117
Properties=species:S:1:pos:R:3:lowdin_charge:R:1
Bi 0.352 0.901 0.543 0.764
C -1.253 -7.050 -1.204 -0.430
S -1.801 -6.624 0.455 0.799
C -3.177 -5.508 0.131 -0.512
C -3.057 -4.196 0.832 -0.274
C -2.090 -3.274 0.098 -0.293
N -1.828 -1.917 0.611 -0.467
P -2.972 -0.565 0.423 0.988
C -4.731 -1.125 0.491 -0.376
C -5.307 -1.161 1.786 -0.110
C -6.664 -1.401 1.923 -0.089
C -7.477 -1.595 0.784 -0.074
C -6.891 -1.534 -0.489 -0.079
C -5.511 -1.346 -0.652 -0.099
C -2.837 -0.147 -1.337 -0.419
C -3.707 0.877 -1.750 -0.116
C -3.501 1.442 -3.020 -0.081
C -2.675 0.821 -3.957 -0.088
C -1.948 -0.302 -3.584 -0.109
C -1.983 -0.772 -2.277 -0.116
P -0.606 -1.740 1.887 0.897
C -1.196 -2.701 3.298 -0.393
C -0.942 -4.097 3.471 -0.092
C -1.360 -4.670 4.687 -0.075
C -2.015 -3.946 5.680 -0.082
C -2.324 -2.610 5.429 -0.084
C -1.928 -1.968 4.241 -0.099
C 0.983 -2.576 1.532 -0.390
C 1.460 -2.949 0.267 -0.094
C 2.724 -3.553 0.217 -0.097
C 3.533 -3.692 1.347 -0.078
C 3.070 -3.201 2.587 -0.063
C 1.763 -2.738 2.719 -0.093
H -0.197 -7.311 -1.075 0.021
H -1.353 -6.189 -1.921 0.051
H -1.798 -7.962 -1.546 0.039
H -4.049 -6.098 0.485 0.080
H -3.198 -5.347 -0.954 0.077
H -2.697 -4.404 1.873 0.089
H -4.054 -3.706 0.919 0.113
H -2.462 -3.168 -0.930 0.103
H -1.126 -3.801 0.048 0.086
H -4.681 -1.055 2.694 0.103
H -7.164 -1.368 2.887 0.102
H -8.529 -1.857 0.934 0.104
H -7.474 -1.648 -1.408 0.104
H -5.078 -1.475 -1.647 0.113
H -4.455 1.278 -1.057 0.114
H -4.091 2.339 -3.274 0.110
H -2.634 1.275 -4.978 0.118
H -1.356 -0.843 -4.325 0.086
H -1.418 -1.655 -1.971 0.079
H -0.423 -4.665 2.692 0.102
H -1.237 -5.727 4.808 0.097
H -2.395 -4.409 6.600 0.111
H -2.908 -2.054 6.180 0.108
H -2.123 -0.887 4.026 0.114
H 0.852 -2.747 -0.641 0.100
H 3.158 -3.883 -0.732 0.098
H 4.511 -4.169 1.252 0.104
H 3.719 -3.152 3.458 0.106
H 1.309 -2.473 3.669 0.107
S -1.230 2.875 1.663 0.355
C -0.521 4.355 2.234 -0.730
C -1.187 5.075 3.225 -0.150
C -0.749 6.310 3.659 -0.082
C 0.452 6.812 3.101 -0.083
C 1.126 6.135 2.083 -0.119
C 0.628 4.927 1.676 -0.412
As 1.347 3.883 0.167 1.125
C 3.213 4.234 0.563 -0.478
C 4.040 4.140 -0.561 -0.127
C 5.434 3.970 -0.344 -0.102
C 5.943 3.850 0.949 -0.098
C 5.083 4.006 2.043 -0.080
C 3.724 4.248 1.842 -0.189
C 1.045 5.304 -1.267 -0.331
C 1.965 6.339 -1.549 -0.119
C 1.734 7.151 -2.647 -0.104
C 0.593 7.021 -3.448 -0.092
C -0.366 6.051 -3.101 -0.102
C -0.123 5.213 -2.028 -0.137
H -2.160 4.670 3.542 0.096
H -1.335 6.851 4.414 0.105
H 0.831 7.761 3.432 0.087
H 2.037 6.530 1.631 0.106
H 3.613 4.086 -1.579 0.105
H 6.102 3.778 -1.181 0.094
H 6.991 3.544 1.051 0.102
H 5.386 4.099 3.075 0.099
H 3.064 4.317 2.712 0.099
H 2.823 6.517 -0.917 0.089
H 2.510 7.861 -2.900 0.096
H 0.482 7.632 -4.349 0.098
H -1.330 5.978 -3.633 0.105
H -0.907 4.490 -1.750 0.100
S 2.201 1.532 1.852 -0.201
C 5.532 0.063 -0.496 -0.078
C 5.136 -0.534 -1.835 -0.259
N 4.070 0.216 -2.464 -0.019
C 2.921 -0.348 -2.880 -0.837
S 1.507 0.491 -2.550 0.566
N 2.953 -1.536 -3.507 0.000
C 1.753 -2.290 -3.827 -0.285
C 1.206 -2.056 -5.242 -0.091
H 6.227 -0.565 0.092 0.085
H 4.628 0.214 0.120 0.058
H 6.000 1.031 -0.647 0.057
H 4.817 -1.592 -1.713 0.109
H 6.026 -0.565 -2.495 0.113
H 3.901 1.140 -2.070 0.099
H 3.828 -1.820 -3.895 0.140
H 1.019 -1.976 -3.056 0.058
H 2.009 -3.346 -3.618 0.117
H 1.274 -0.965 -5.461 0.079
H 0.163 -2.417 -5.334 0.068
H 1.811 -2.610 -6.015 0.082
```

## Properties
* frontier orbital gap: 6.44 eV
* multiplicity: 1
* max |F|: 2.2 eV/Å

---

No. 3
This record from OMol25 describes a 10-piece molecular cluster, C51H55F10N3O30S2 overall at a distorted geometry. The level of theory is ωB97M-V/def2-TZVPD.

```
151
Properties=species:S:1:pos:R:3:lowdin_charge:R:1
C 1.928 4.001 2.124 0.164
C 1.339 3.198 2.784 -0.048
C 0.968 2.014 3.488 -0.270
C 1.610 1.690 4.701 -0.056
N 1.348 0.617 5.396 0.173
C 0.418 -0.211 4.834 -0.152
C 0.086 -1.422 5.480 -0.116
C 0.680 -1.767 6.723 -0.067
C 0.971 -1.861 7.876 0.141
C -0.807 -2.275 4.894 -0.164
F -1.102 -3.424 5.517 0.102
C -1.441 -2.014 3.662 -0.048
C -2.387 -3.095 3.155 -0.117
O -2.360 -3.321 1.760 -0.074
C -1.155 -3.853 1.339 -0.264
O -1.016 -5.186 1.773 -0.073
C 0.327 -5.598 1.751 -0.201
C 0.957 -5.614 0.379 -0.235
O 0.137 -6.326 -0.543 -0.047
C -1.162 -0.813 3.049 -0.076
C -1.820 -0.354 1.773 -0.113
C -0.951 -0.535 0.501 -0.221
C -0.340 0.800 0.031 -0.462
S -0.229 0.693 -1.773 0.900
C 0.227 2.375 -2.237 -1.068
S -0.923 3.535 -2.298 0.693
N 1.550 2.547 -2.549 -0.188
C 2.470 2.181 -1.432 -0.213
C 3.271 0.914 -1.748 -0.056
C 1.888 3.837 -3.154 -0.274
C 3.342 3.845 -3.636 -0.075
C -0.221 0.084 3.628 -0.131
N 0.049 1.240 2.960 0.207
H 2.419 4.710 1.509 0.027
H 2.364 2.368 5.074 0.118
H 1.294 -1.893 8.882 0.038
H -3.400 -2.787 3.410 0.137
H -2.219 -4.021 3.691 0.124
H -0.290 -3.282 1.686 0.128
H -1.158 -3.826 0.251 0.147
H 0.399 -6.579 2.207 0.128
H 0.952 -4.938 2.363 0.128
H 1.068 -4.589 0.022 0.112
H 1.955 -6.048 0.404 0.110
H 0.637 -6.398 -1.360 0.083
H -2.757 -0.875 1.634 0.092
H -2.075 0.694 1.873 0.112
H -1.583 -0.943 -0.279 0.089
H -0.108 -1.179 0.696 0.105
H -0.961 1.649 0.284 0.074
H 0.637 0.881 0.485 0.054
H 3.122 3.012 -1.201 0.107
H 1.869 2.003 -0.550 0.071
H 3.480 0.350 -0.846 0.078
H 4.186 1.194 -2.263 0.070
H 2.692 0.285 -2.407 0.036
H 1.252 4.017 -4.012 0.096
H 1.714 4.642 -2.438 0.104
H 3.483 4.626 -4.369 0.080
H 3.556 2.868 -4.056 0.082
H 3.993 3.983 -2.784 0.045
O -5.040 3.248 -7.568 0.163
C -4.812 2.929 -6.447 -0.550
O -3.607 3.031 -5.849 0.077
C -3.764 2.681 -4.463 -0.062
C -5.017 1.838 -4.501 -0.311
F -5.767 1.970 -3.382 0.076
O -5.730 2.401 -5.596 0.136
H -3.906 3.586 -3.871 0.140
H -2.892 2.150 -4.092 0.105
H -4.844 0.778 -4.692 0.174
O 6.354 4.267 -3.530 0.176
C 6.736 5.003 -2.688 -0.547
O 6.771 6.354 -2.789 0.076
C 7.142 6.885 -1.511 -0.045
C 7.859 5.713 -0.882 -0.313
F 7.694 5.675 0.462 0.073
O 7.199 4.605 -1.465 0.130
H 6.245 7.151 -0.951 0.144
H 7.771 7.764 -1.624 0.140
H 8.925 5.659 -1.111 0.173
O -5.508 5.585 -13.383 0.180
C -4.892 5.425 -12.386 -0.553
O -5.350 4.787 -11.283 0.076
C -4.266 4.676 -10.349 -0.053
C -3.362 5.801 -10.792 -0.314
F -2.051 5.512 -10.592 0.070
O -3.616 5.871 -12.183 0.127
H -3.787 3.704 -10.462 0.147
H -4.617 4.780 -9.328 0.116
H -3.585 6.767 -10.336 0.172
O -3.921 0.422 -1.822 0.166
C -4.685 0.127 -0.972 -0.547
O -5.094 0.950 0.025 0.074
C -6.091 0.262 0.788 -0.044
C -5.764 -1.181 0.486 -0.313
F -6.874 -1.963 0.484 0.071
O -5.245 -1.111 -0.828 0.136
H -7.084 0.534 0.430 0.146
H -6.008 0.508 1.843 0.142
H -5.016 -1.624 1.148 0.161
O -1.991 -0.001 13.000 0.187
C -2.191 -0.656 12.038 -0.549
O -1.225 -1.157 11.225 0.066
C -1.856 -2.007 10.262 -0.056
C -3.269 -1.477 10.250 -0.314
F -4.177 -2.452 10.007 0.077
O -3.428 -1.010 11.578 0.131
H -1.816 -3.041 10.607 0.147
H -1.364 -1.934 9.295 0.113
H -3.438 -0.652 9.556 0.174
O -6.583 -4.037 4.334 0.179
C -6.485 -4.782 3.421 -0.552
O -5.432 -4.818 2.566 0.055
C -5.616 -5.934 1.687 -0.044
C -7.110 -6.144 1.757 -0.313
F -7.447 -7.450 1.623 0.077
O -7.417 -5.713 3.071 0.135
H -5.067 -6.795 2.071 0.147
H -5.261 -5.701 0.686 0.143
H -7.684 -5.553 1.041 0.173
O 4.116 6.327 1.639 0.162
C 4.791 6.118 2.592 -0.547
O 4.443 5.311 3.624 0.061
C 5.577 5.202 4.493 -0.044
C 6.349 6.457 4.162 -0.310
F 7.686 6.278 4.276 0.081
O 6.020 6.663 2.799 0.126
H 6.142 4.302 4.244 0.147
H 5.264 5.153 5.532 0.141
H 6.056 7.335 4.740 0.175
O 1.562 -2.202 -2.056 0.155
C 1.564 -2.351 -3.229 -0.562
O 2.120 -1.493 -4.116 0.057
C 2.036 -2.086 -5.416 -0.044
C 0.889 -3.055 -5.245 -0.312
F 1.042 -4.165 -6.007 0.075
O 0.991 -3.408 -3.878 0.128
H 2.968 -2.605 -5.642 0.146
H 1.851 -1.330 -6.175 0.141
H -0.097 -2.627 -5.434 0.173
O 3.781 -5.193 -2.302 0.188
C 4.418 -6.084 -1.856 -0.548
O 4.452 -6.429 -0.545 0.058
C 5.213 -7.636 -0.424 -0.049
C 6.062 -7.596 -1.673 -0.315
F 6.319 -8.836 -2.153 0.079
O 5.227 -6.904 -2.585 0.136
H 4.539 -8.494 -0.424 0.146
H 5.796 -7.636 0.493 0.140
H 7.003 -7.054 -1.564 0.174
```

## Properties
* SMILES: C#Cc1cnc2c(C#C)c(F)c(COCOCCO)c(CCCSC(=S)N(CC)CC)c2n1.O=C1OC[C@@H](F)O1.O=C1OC[C@@H](F)O1.O=C1OC[C@@H](F)O1.O=C1OC[C@@H](F)O1.O=C1OC[C@@H](F)O1.O=C1OC[C@@H](F)O1.O=C1OC[C@@H](F)O1.O=C1OC[C@@H](F)O1.O=C1OC[C@@H](F)O1
* frontier orbital gap: 6.96 eV
* multiplicity: 1
* max |F|: 1.4 eV/Å

---

Number 1: calculated total energy -115519.575 eV. Number 2: calculated total energy -186845.977 eV. Number 3: calculated total energy -168515.687 eV.